{"formula": "C20H35F4O7P", "method": "ωB97M-V with the def2-TZVPD basis set", "smiles": "CCO[PH](CCCOC(C)=O)(CCC(F)(F)F)[C@@H](C)F.O=C1CCCO1.O=C1CCCO1", "multiplicity": 1, "gap_ev": 9.4, "total_energy_ev": -55799.2956, "symbols": ["C", "C", "O", "P", "C", "C", "C", "O", "C", "C", "O", "C", "C", "C", "F", "F", "F", "C", "C", "F", "H", "H", "H", "H", "H", "H", "H", "H", "H", "H", "H", "H", "H", "H", "H", "H", "H", "H", "H", "H", "H", "H", "H", "O", "C", "O", "C", "C", "C", "H", "H", "H", "H", "H", "H", "O", "C", "O", "C", "C", "C", "H", "H", "H", "H", "H", "H"], "coordinates": [[2.31811, -2.18706, -1.74376], [2.52003, -0.97483, -0.85722], [1.49515, -0.02676, -1.09548], [0.80016, 0.88760, 0.21232], [0.05129, -0.61411, 0.96972], [-1.48653, -0.65976, 0.75765], [-1.97975, -1.92606, 0.04280], [-2.71929, -2.78938, 0.91422], [-3.87538, -2.34486, 1.47104], [-4.72951, -1.42573, 0.64058], [-4.19187, -2.75539, 2.54182], [2.44107, 1.59210, 0.67697], [3.25597, 2.17046, -0.48196], [2.85144, 3.55029, -0.91712], [2.86080, 4.43244, 0.10525], [1.62162, 3.60008, -1.46680], [3.71380, 4.02112, -1.84655], [-0.11888, 1.99922, 1.49243], [0.21852, 1.81605, 2.96251], [0.15819, 3.33182, 1.12579], [3.14850, -2.88575, -1.61930], [1.39486, -2.71041, -1.48496], [2.26801, -1.88462, -2.78985], [3.49806, -0.52361, -1.06327], [2.52425, -1.29087, 0.19552], [0.09393, 1.54278, -0.80259], [0.47670, -1.51057, 0.52814], [0.28259, -0.66371, 2.03433], [-1.97911, -0.59594, 1.73041], [-1.82502, 0.20802, 0.18795], [-1.14693, -2.53894, -0.29752], [-2.57478, -1.67926, -0.83898], [-4.17088, -0.57730, 0.24588], [-5.52803, -1.04806, 1.27344], [-5.13819, -1.97058, -0.21177], [3.04722, 0.81367, 1.14602], [2.31336, 2.36749, 1.42950], [4.29308, 2.25847, -0.15622], [3.23225, 1.52713, -1.35915], [-1.19925, 1.88429, 1.36961], [0.03782, 2.75150, 3.49476], [1.25109, 1.50617, 3.13784], [-0.43835, 1.06477, 3.40611], [5.93618, 0.03792, 0.38145], [6.79319, 0.83309, 0.63655], [6.67046, 2.14380, 0.31688], [7.87312, 2.86090, 0.64772], [8.55854, 2.01330, 1.71503], [8.12904, 0.60358, 1.31592], [8.47472, 2.95123, -0.25890], [7.58858, 3.85404, 0.98479], [9.63532, 2.16301, 1.74331], [8.15412, 2.25945, 2.69753], [8.80273, 0.15544, 0.58279], [8.01140, -0.08580, 2.14731], [-6.04305, -1.94717, -2.32965], [-7.21372, -2.19606, -2.30434], [-7.70592, -3.25280, -1.61946], [-9.12440, -3.37215, -1.82655], [-9.58383, -1.97998, -2.24862], [-8.35121, -1.45637, -2.98139], [-9.29203, -4.11713, -2.60714], [-9.56905, -3.72362, -0.89936], [-10.48942, -1.99988, -2.85056], [-9.77534, -1.37105, -1.36435], [-8.34617, -1.73206, -4.03786], [-8.19942, -0.38362, -2.90120]], "mulliken_charge": [-1.49, 0.11, -0.68, 0.75, -1.27, -0.36, -0.57, -0.44, 0.66, -0.77, -0.58, -1.25, 0.02, 0.84, -0.29, -0.27, -0.29, 0.05, -1.43, -0.37, 0.41, 0.22, 0.32, 0.20, 0.37, -0.19, 0.67, 0.46, 0.46, 0.46, 0.23, 0.28, 0.26, 0.35, 0.23, 0.49, 0.90, -0.29, 0.29, 0.49, 0.42, 0.26, 0.38, -0.56, 0.51, -0.35, -0.45, -0.52, -0.45, 0.26, 0.33, 0.34, 0.27, 0.26, 0.31, -0.60, 0.59, -0.35, -0.44, -0.48, -0.43, 0.27, 0.31, 0.32, 0.26, 0.26, 0.30]}



{"formula": "C20H35FN3O", "method": "ωB97M-V with the def2-TZVPD basis set", "smiles": "CNC[C@H]1[C@@H](F)[NH+]=C(CCCCn2cccc2)[C@@H]1OC[C@H](C)C(C)C", "multiplicity": 1, "gap_ev": 6.1, "total_energy_ev": -30533.1610, "charge": 1, "symbols": ["C", "N", "C", "C", "C", "F", "N", "C", "C", "C", "C", "C", "N", "C", "C", "C", "C", "C", "O", "C", "C", "C", "C", "C", "C", "H", "H", "H", "H", "H", "H", "H", "H", "H", "H", "H", "H", "H", "H", "H", "H", "H", "H", "H", "H", "H", "H", "H", "H", "H", "H", "H", "H", "H", "H", "H", "H", "H", "H", "H"], "coordinates": [[0.38254, -0.77915, 3.47653], [-0.76618, 0.14517, 3.69434], [-2.04920, -0.41195, 3.21791], [-2.64579, 0.31751, 1.96076], [-3.21766, 1.75949, 2.12824], [-2.33164, 2.48589, 2.98316], [-3.08825, 2.46135, 0.81887], [-2.39030, 1.70586, 0.03167], [-1.92594, 1.95872, -1.44275], [-0.33184, 1.93145, -1.39158], [0.35072, 2.94102, -2.40197], [1.67655, 2.41533, -3.04864], [2.76190, 2.13943, -2.10021], [4.06282, 1.77627, -2.51629], [4.90238, 1.52905, -1.36074], [4.07661, 1.78555, -0.12966], [2.81189, 2.15950, -0.71749], [-1.86528, 0.31177, 0.57030], [-2.40562, -0.71990, -0.25441], [-1.72270, -1.97403, -0.03572], [-0.53834, -2.23933, -1.04874], [-0.94850, -3.20410, -2.22681], [0.78290, -2.81351, -0.39913], [0.56368, -4.01041, 0.61329], [1.69718, -1.65793, 0.23347], [1.23949, -0.14619, 3.10160], [0.19838, -1.55255, 2.68615], [0.72517, -1.30499, 4.40936], [-0.78664, 0.29828, 4.70384], [-2.80781, -0.33255, 4.05248], [-1.92255, -1.51768, 3.03919], [-3.55138, -0.31948, 1.71797], [-4.19506, 1.85113, 2.67194], [-3.44735, 3.38413, 0.55833], [-2.29770, 1.10219, -2.05992], [-2.33216, 2.92176, -1.85052], [0.10482, 0.91532, -1.55104], [-0.05933, 2.29527, -0.35660], [0.46823, 3.97397, -1.96509], [-0.38152, 3.07625, -3.25505], [2.04914, 3.24347, -3.72333], [1.51337, 1.53692, -3.73620], [4.34837, 1.70429, -3.58801], [5.96245, 1.20571, -1.32694], [4.33655, 1.70807, 0.94319], [1.97204, 2.40651, -0.03409], [-0.74855, 0.29344, 0.70979], [-1.32538, -2.08319, 1.00880], [-2.49105, -2.78315, -0.17457], [-0.26765, -1.24949, -1.51391], [-1.83160, -2.83116, -2.81807], [-0.07994, -3.22517, -2.94334], [-1.13095, -4.26324, -1.90637], [1.39585, -3.22794, -1.25117], [1.31289, -3.89139, 1.44170], [0.77400, -5.01355, 0.14775], [-0.44842, -4.04787, 1.09142], [1.23873, -0.63718, 0.11882], [2.67274, -1.63885, -0.31425], [1.95089, -1.86413, 1.31172]], "mulliken_charge": [-0.56, -0.29, -1.08, -0.30, 0.15, -0.32, 0.01, -0.77, -0.81, 0.19, -0.81, -0.77, 0.31, -0.58, -0.51, -0.67, -0.03, 1.76, -0.50, 0.17, 1.07, -1.60, 0.17, -1.43, -0.74, 0.29, -0.07, 0.35, 0.31, 0.48, 0.38, 0.27, 0.39, 0.29, 0.30, 0.51, 0.06, 0.15, 0.25, 0.40, 0.45, 0.36, 0.36, 0.37, 0.40, 0.27, -0.12, -0.45, 0.31, -0.47, 0.37, 0.43, 0.33, 0.64, 0.36, 0.36, 0.26, -0.16, 0.31, 0.22]}



{"formula": "C20H35FeNSi2", "method": "ωB97M-V with the def2-TZVPD basis set", "e_above_lowest_kj_mol": 110.8, "multiplicity": 5, "gap_ev": [5.7, 7.8], "total_energy_ev": -72937.9635, "s_squared": 6.02, "symbols": ["C", "C", "C", "H", "C", "H", "H", "H", "C", "H", "H", "C", "H", "H", "C", "H", "H", "C", "H", "H", "Fe", "H", "C", "Si", "C", "C", "C", "C", "C", "C", "C", "C", "N", "Si", "C", "C", "C", "H", "H", "H", "H", "H", "H", "H", "H", "H", "H", "H", "H", "H", "H", "H", "H", "H", "H", "H", "H", "H", "H"], "coordinates": [[-1.29024, 2.86442, -0.94374], [-3.72340, 1.06391, -0.96014], [-0.98349, 2.16171, -2.05566], [-0.48603, 3.28457, -0.32686], [-3.15055, 0.26349, -1.87203], [-4.18059, 0.60585, -0.10082], [0.02766, 1.79841, -2.19187], [-3.06976, -0.80496, -1.70009], [-1.87606, 2.05942, -3.22677], [-1.28180, 2.02072, -4.14956], [-2.55001, 2.90990, -3.35649], [-2.64466, 3.40109, -0.65326], [-2.77944, 4.41118, -1.10054], [-2.74677, 3.54137, 0.44034], [-3.90441, 2.52197, -1.07072], [-4.25612, 2.87207, -2.04393], [-4.69263, 2.80914, -0.36462], [-2.74444, 0.75255, -3.23192], [-3.62332, 0.91352, -3.89228], [-2.13675, -0.01283, -3.74657], [-0.64765, 0.42527, -0.21569], [-0.21155, 1.49340, 0.95390], [2.76727, 1.70069, -0.23706], [2.54599, 0.35094, 1.01969], [4.01531, -0.77586, 0.93656], [2.68560, 1.09001, 2.73933], [0.89579, -0.62992, 0.67051], [0.82905, -1.54598, -0.50513], [1.60489, -2.65650, -0.83185], [1.24708, -3.35542, -1.97669], [0.18617, -2.93602, -2.76856], [-0.50560, -1.77633, -2.42997], [-0.18772, -1.10576, -1.31652], [0.48268, -1.49854, 2.32930], [1.90203, -2.48252, 3.01869], [-0.00709, -0.28269, 3.69221], [-0.87711, -2.75269, 2.13825], [3.81123, 2.03403, -0.11559], [2.11406, 2.57205, -0.08014], [2.65313, 1.35492, -1.27595], [4.86281, -0.08301, 1.04761], [4.08128, -1.52108, 1.73755], [4.10497, -1.27979, -0.03179], [1.85845, 1.76009, 3.00658], [2.83289, 0.35325, 3.54416], [3.61108, 1.68311, 2.69315], [2.43996, -2.94950, -0.20647], [1.77289, -4.25623, -2.26087], [-0.14193, -3.46360, -3.67496], [-1.31066, -1.40170, -3.05904], [2.78927, -1.93104, 3.33518], [1.46479, -2.95382, 3.90864], [2.20969, -3.28191, 2.33898], [-0.87209, 0.35135, 3.42837], [-0.28055, -0.93074, 4.54691], [0.79326, 0.37681, 4.06611], [-1.89068, -2.33440, 2.03885], [-0.69438, -3.43118, 1.28982], [-0.84180, -3.36719, 3.05344]], "mulliken_charge": [-0.08, -0.33, -0.52, 0.41, -0.65, 0.45, 0.71, 0.62, -1.09, 0.48, 0.37, -0.88, 0.32, 0.34, -0.83, 0.39, 0.40, -0.47, 0.42, 0.16, -0.35, -0.06, -1.10, 0.17, -1.13, -1.19, 3.25, -2.05, -0.45, -0.75, -1.02, 0.04, 0.43, 0.08, -1.14, -1.12, -1.18, 0.39, 0.20, 0.30, 0.38, 0.35, 0.32, 0.28, 0.35, 0.43, 0.45, 0.44, 0.40, 0.09, 0.37, 0.42, 0.27, 0.22, 0.36, 0.38, 0.29, 0.32, 0.37]}



{"formula": "C20H35N4O2", "method": "ωB97M-V with the def2-TZVPD basis set", "multiplicity": 1, "gap_ev": 5.9, "total_energy_ev": -31342.3994, "charge": 1, "symbols": ["C", "C", "C", "C", "N", "C", "C", "C", "C", "C", "C", "C", "C", "N", "H", "H", "H", "H", "H", "H", "H", "H", "H", "H", "H", "H", "H", "C", "C", "C", "O", "C", "N", "H", "H", "H", "H", "H", "H", "H", "H", "H", "H", "H", "C", "C", "C", "O", "C", "N", "H", "H", "H", "H", "H", "H", "H", "H", "H", "H", "H"], "coordinates": [[-1.66162, 5.43627, 6.22027], [-2.09445, 3.85387, 6.18927], [-0.76384, 2.84589, 6.29000], [-0.27726, 2.14848, 7.72669], [0.93443, 1.20628, 7.76842], [1.78914, 0.84600, 6.57443], [1.44856, 1.46391, 5.09273], [0.14555, 2.47362, 4.97419], [-0.15364, 3.05521, 3.43068], [-0.25701, 1.93025, 2.29814], [-0.49241, 2.36750, 0.74673], [-0.63425, 3.98729, 0.63484], [-0.53047, 4.88440, 1.95991], [-0.27176, 4.53588, 3.38533], [-2.33547, 6.04854, 5.45109], [-0.53691, 5.49088, 5.86181], [-1.81283, 5.82885, 7.33125], [-2.73906, 3.61473, 7.16476], [-2.74035, 3.55566, 5.23498], [-0.90241, 2.42348, 8.68098], [1.16168, 0.79304, 8.70335], [2.68850, 0.09660, 6.69250], [2.13658, 1.15121, 4.19622], [-0.13961, 0.79195, 2.56870], [-0.53854, 1.58839, -0.12754], [-0.83671, 4.49086, -0.41222], [-0.65022, 6.06176, 1.78271], [-0.42943, -2.25475, -1.97111], [0.77071, -1.43216, -1.50488], [2.00643, -2.27414, -1.10670], [1.88656, -2.96691, 0.14034], [1.05980, -4.12011, 0.09824], [0.34548, -0.55369, -0.40370], [-0.99278, -2.69491, -1.14469], [-1.13554, -1.61929, -2.51754], [-0.11933, -3.06061, -2.64508], [1.06998, -0.79901, -2.34923], [2.85414, -1.59344, -0.98518], [2.28569, -2.97285, -1.90382], [1.16643, -4.67092, -0.83970], [0.01807, -3.83726, 0.26477], [1.34414, -4.77748, 0.92405], [1.11497, 0.07675, -0.17584], [0.25432, -1.13774, 0.43351], [-0.13052, -2.69632, -8.11577], [-1.04678, -2.02517, -7.09383], [-0.31314, -1.44952, -5.85897], [0.15463, -2.42912, -4.92571], [1.31477, -3.13392, -5.34103], [-2.09417, -2.97915, -6.69628], [0.17105, -3.70470, -7.82200], [-0.64624, -2.79990, -9.07716], [0.77353, -2.10213, -8.28740], [-1.52966, -1.18270, -7.60417], [-1.02234, -0.82872, -5.30367], [0.50747, -0.78655, -6.15672], [2.01790, -2.49227, -5.87804], [1.02933, -3.99251, -5.95281], [1.81240, -3.53113, -4.45246], [-2.77072, -2.49173, -6.10790], [-1.66279, -3.65671, -6.05975]], "mulliken_charge": [-0.81, -0.60, 0.21, -0.35, -0.10, -0.25, -0.43, 0.43, 0.16, -0.46, -0.28, -0.41, -0.18, -0.22, 0.25, 0.27, 0.30, 0.38, 0.31, 0.35, 0.29, 0.35, 0.39, 0.37, 0.43, 0.29, 0.30, -1.38, 0.11, -0.72, -0.41, -0.62, -0.46, 0.33, 0.31, 0.25, 0.43, 0.38, 0.37, 0.28, 0.23, 0.27, 0.35, 0.27, -1.37, 0.33, -0.86, -0.14, -0.74, -0.74, 0.30, 0.34, 0.34, 0.41, 0.32, 0.44, 0.34, 0.24, 0.22, 0.27, 0.33]}